(1)
{
  "formula": "C10H10FN3O",
  "method": "ωB97M-V/def2-TZVPD",
  "charge": 0,
  "total_energy_ev": -19764.595,
  "de_lowest_kcal_mol": 26.8,
  "orbital_gap_ev": 9.892,
  "symbols": ["C", "H", "C", "N", "H", "H", "H", "N", "N", "C", "H", "C", "C", "H", "C", "C", "H", "C", "H", "C", "O", "F", "H", "C", "H"],
  "positions_angstrom": [[1.831, 1.675, -0.261], [-3.090, -0.399, -1.636], [-1.001, -1.783, 0.594], [2.606, -1.824, -0.755], [2.684, 2.341, 0.076], [-2.597, -2.469, -0.653], [1.117, -0.906, -1.747], [3.148, -0.136, 0.577], [2.238, 0.326, -0.324], [-2.348, -0.439, -0.897], [0.563, 1.588, 1.852], [0.253, 1.789, 0.805], [-2.072, -1.695, -0.323], [0.473, -1.119, 1.723], [3.298, -1.344, 0.262], [-0.271, -0.647, 1.030], [-1.869, 1.563, -0.838], [1.992, -0.755, -1.147], [-0.735, -2.668, 1.114], [-1.606, 0.638, -0.438], [-0.347, 2.952, 0.573], [1.416, 2.103, -1.488], [-0.878, 2.821, -0.298], [-0.587, 0.606, 0.483], [4.067, -2.000, 0.738]],
  "atomic_forces_ev_per_a": [[-2.2, 1.2, 1.9], [-0.9, 0.5, -0.8], [-1.1, 1.7, -0.3], [-0.1, -0.2, -1.0], [-1.2, -0.9, 0.0], [-2.0, -3.5, -1.0], [-0.1, 1.0, -0.8], [-0.2, 3.6, 1.0], [1.1, -2.2, -0.8], [1.6, -1.5, 2.1], [0.2, 1.0, -0.5], [2.9, -2.3, -0.4], [3.0, 3.9, 1.1], [0.0, 2.2, -0.3], [3.4, -4.0, 1.7], [-0.7, -2.7, -0.5], [-0.5, 1.5, -0.8], [-2.6, 0.8, 0.1], [-0.1, -1.1, -0.1], [-0.5, -0.4, -0.4], [-1.8, 1.5, -2.3], [-0.1, -0.2, -0.1], [1.4, 0.8, 2.2], [1.2, -1.6, 0.4], [-0.9, 0.9, -0.1]]
}

(2)
{
  "formula": "C10H10IN2O2",
  "method": "ωB97M-V/def2-TZVPD",
  "charge": -1,
  "total_energy_ev": -25702.560,
  "orbital_gap_ev": 4.315,
  "symbols": ["H", "H", "C", "H", "H", "N", "H", "C", "O", "C", "C", "C", "O", "C", "C", "H", "H", "H", "N", "H", "I", "C", "H", "C", "C"],
  "positions_angstrom": [[2.412, 1.490, -4.166], [0.134, 1.763, -5.501], [1.126, -1.180, 4.999], [1.300, -2.116, 4.461], [-2.321, 1.450, -4.337], [1.424, 0.957, -2.262], [0.230, -1.317, 5.609], [-0.453, -2.050, 1.086], [0.709, -2.143, 1.518], [0.153, 0.757, -1.666], [0.983, -0.051, 4.078], [1.404, 1.330, -3.635], [-0.209, 1.379, 0.746], [-1.349, 1.327, -3.764], [-1.269, 0.915, -2.246], [-0.750, -1.497, -1.055], [-2.230, 0.721, -1.650], [1.967, -1.037, 5.682], [0.872, 0.834, 3.352], [0.458, 1.526, 1.460], [-2.122, -3.340, 1.725], [0.075, 1.493, -4.385], [-1.910, -0.551, 0.104], [-0.834, -0.940, -0.044], [0.200, 0.280, -0.109]],
  "atomic_forces_ev_per_a": [[-1.8, -0.3, 0.9], [-0.1, -0.4, 1.8], [0.0, -0.3, 0.2], [-0.1, 0.2, -0.2], [1.5, -0.1, 0.7], [-3.3, 0.8, -2.8], [0.0, 0.2, -0.2], [5.2, 2.2, -0.2], [-5.3, -0.6, -1.1], [-1.1, -0.1, 1.2], [0.0, 0.0, -0.1], [-3.8, -0.4, 1.0], [0.1, -0.1, 0.1], [4.5, -1.1, 3.4], [2.6, 1.1, -4.1], [-0.3, 0.6, 1.7], [1.9, 0.4, -0.8], [0.0, 0.2, -0.2], [0.2, -0.2, 0.6], [-0.8, -0.6, -1.1], [0.1, -0.1, 0.1], [-0.5, -0.2, 1.1], [1.0, -1.1, 0.2], [0.3, 1.1, -0.3], [-0.5, -1.1, -1.9]]
}

(3)
{
  "formula": "C10H10N2",
  "method": "ωB97M-V/def2-TZVPD",
  "charge": 0,
  "total_energy_ev": -13511.547,
  "de_lowest_kcal_mol": 35.7,
  "orbital_gap_ev": 10.452,
  "symbols": ["H", "C", "H", "H", "H", "H", "N", "C", "H", "C", "H", "C", "H", "N", "H", "C", "C", "C", "C", "H", "C", "C"],
  "positions_angstrom": [[-2.385, 1.084, -0.096], [-1.752, 1.595, 0.617], [-0.503, 2.395, -0.907], [1.065, 3.398, 0.842], [-0.119, -3.822, 0.363], [0.504, 3.275, 3.182], [1.199, -3.811, -1.191], [1.899, -3.024, -2.015], [-2.886, 1.068, 2.386], [1.630, -1.675, -2.225], [2.185, -1.208, -3.027], [-0.043, -1.843, -0.513], [2.675, -3.548, -2.564], [-1.257, 2.154, 2.901], [-0.881, -1.355, -0.037], [0.616, -1.100, -1.485], [-2.039, 1.599, 1.969], [-0.178, 2.801, 2.489], [0.360, -3.176, -0.364], [0.413, -0.043, -1.613], [-0.638, 2.314, 0.163], [0.133, 2.921, 1.126]],
  "atomic_forces_ev_per_a": [[-0.1, 0.0, 0.1], [0.1, 0.4, -0.3], [0.5, 0.1, 0.0], [-0.2, 0.3, 0.0], [-0.1, 0.1, 0.1], [-0.2, -0.1, 0.4], [0.8, 1.0, 1.0], [-0.5, -0.5, -0.3], [-0.2, 0.0, -0.3], [0.4, -1.0, -0.1], [-0.1, 0.5, 0.2], [0.6, -0.1, -0.7], [-0.1, 0.2, -0.2], [0.1, 0.4, 0.3], [0.1, -0.4, 0.7], [0.3, 0.5, 0.0], [0.3, -0.5, 0.5], [-0.1, -0.1, -1.4], [-1.2, -0.2, -0.5], [-0.3, -0.1, -0.1], [-1.2, -0.5, 0.5], [1.0, 0.0, 0.0]]
}

(4)
{
  "formula": "C10H10N2",
  "method": "ωB97M-V/def2-TZVPD",
  "charge": 0,
  "total_energy_ev": -13512.296,
  "de_lowest_kcal_mol": 18.4,
  "orbital_gap_ev": 9.095,
  "symbols": ["H", "H", "C", "C", "H", "C", "H", "C", "C", "C", "H", "C", "H", "C", "C", "C", "H", "H", "H", "H", "N", "N"],
  "positions_angstrom": [[-0.918, -2.439, 1.350], [0.637, 0.340, -1.694], [0.801, 0.574, -0.651], [-2.458, -2.626, -0.289], [-3.081, -3.491, -0.086], [1.297, 1.001, 2.056], [1.461, 1.143, 3.135], [0.263, 0.152, 1.656], [0.014, -0.065, 0.305], [2.031, 1.697, 1.114], [2.815, 2.394, 1.381], [-1.837, -0.694, -1.218], [2.303, 2.069, -2.161], [-2.691, -1.729, -1.367], [1.803, 1.441, -0.258], [-1.437, -2.096, 0.479], [2.942, 3.029, -0.896], [-3.462, -1.756, -2.140], [-0.404, -0.318, 2.356], [-1.696, 0.211, -1.790], [2.656, 2.086, -1.182], [-1.038, -0.922, -0.098]],
  "atomic_forces_ev_per_a": [[0.0, -0.3, 0.2], [0.1, 0.1, -0.1], [-0.2, -0.4, -0.1], [-0.2, 0.0, 0.4], [0.5, 0.0, 0.1], [-0.4, 0.1, 0.4], [0.0, 0.0, -0.6], [-0.1, -0.1, -0.3], [0.4, 0.2, 0.5], [-0.2, -0.6, -0.5], [0.0, -0.1, 0.1], [1.2, 0.6, 0.3], [0.4, 0.1, 1.2], [-0.7, 0.0, -0.2], [0.7, 1.0, 0.5], [-0.4, -0.2, -0.4], [-0.2, -0.7, -0.3], [0.3, -0.3, 0.4], [0.0, -0.1, 0.4], [-0.1, -0.1, 0.0], [-0.7, 0.1, -0.9], [-0.5, 0.5, -1.0]]
}

(5)
{
  "formula": "C10H10N2",
  "method": "ωB97M-V/def2-TZVPD",
  "charge": 0,
  "total_energy_ev": -13509.535,
  "de_lowest_kcal_mol": 82.1,
  "orbital_gap_ev": 9.464,
  "symbols": ["C", "H", "C", "N", "H", "H", "C", "H", "C", "H", "C", "H", "N", "C", "H", "H", "H", "C", "C", "H", "C", "C"],
  "positions_angstrom": [[-1.681, 1.256, 0.216], [-0.138, -0.923, 2.218], [-0.707, -0.454, 1.424], [2.367, -0.797, 0.561], [-0.021, 1.379, -2.079], [0.009, -0.940, -2.200], [-1.001, 0.879, 1.319], [-2.566, 0.690, -1.692], [2.267, 0.544, 0.578], [2.671, 1.010, 1.400], [1.522, -1.276, -0.468], [-1.935, 2.294, 0.168], [-2.074, -1.007, -0.514], [0.722, -0.504, -1.417], [-0.824, 1.474, 2.278], [-1.445, -2.400, 0.945], [1.700, -2.323, -0.444], [-2.080, 0.353, -0.778], [-1.317, -1.421, 0.513], [1.560, 2.415, 0.111], [1.447, 1.396, -0.273], [0.649, 0.885, -1.285]],
  "atomic_forces_ev_per_a": [[-1.4, 0.8, -1.7], [0.0, 0.5, 0.2], [-0.7, -2.7, -1.0], [-2.7, 1.6, -3.1], [1.4, -0.1, 1.8], [1.6, 0.0, 1.4], [0.7, -1.0, 3.3], [0.0, -0.2, 0.2], [-2.4, -0.6, -2.1], [1.4, 1.2, 1.7], [1.3, 1.4, 0.2], [-0.2, 0.5, -0.6], [0.9, 0.9, -0.3], [0.4, -1.5, 0.8], [0.0, -0.3, -2.0], [0.3, -0.6, -0.7], [-0.9, -1.0, -0.9], [-0.3, -1.4, 2.0], [-0.9, 3.4, 1.3], [-0.6, 0.0, -0.9], [1.8, -0.4, 1.8], [0.4, -0.5, -1.3]]
}

(6)
{
  "formula": "C10H10N2",
  "method": "ωB97M-V/def2-TZVPD",
  "charge": 0,
  "total_energy_ev": -13507.886,
  "de_lowest_kcal_mol": 120.1,
  "orbital_gap_ev": 9.524,
  "symbols": ["C", "C", "C", "H", "C", "C", "C", "N", "C", "N", "H", "C", "H", "C", "H", "H", "H", "H", "H", "H", "H", "C"],
  "positions_angstrom": [[-1.299, -0.696, 0.889], [2.659, -0.322, -2.348], [1.408, -0.763, -2.593], [0.365, -0.419, 2.160], [0.437, -0.784, -1.647], [0.634, -0.087, -0.545], [2.890, 0.349, -1.077], [1.890, 0.390, -0.291], [-2.323, 1.580, 2.106], [-3.039, 0.859, 1.236], [3.476, -0.466, -3.201], [-1.035, 1.175, 2.343], [-0.482, 1.835, 3.174], [-2.552, -0.152, 0.529], [-1.023, -1.765, 0.628], [-3.291, -0.675, -0.175], [-2.748, 2.376, 2.801], [3.979, 0.375, -0.563], [1.394, -1.378, -3.489], [-0.181, 0.029, 0.108], [-0.529, -1.418, -1.864], [-0.631, -0.045, 1.818]],
  "atomic_forces_ev_per_a": [[-4.7, -3.9, -0.5], [3.3, 1.8, -0.8], [1.6, -2.1, -2.1], [-0.9, 0.2, -0.4], [-3.7, -2.4, -2.2], [3.1, 1.6, -0.7], [2.7, -3.1, -1.3], [-2.3, 1.2, 3.0], [-0.3, -0.5, 0.2], [-1.4, 1.3, -0.7], [-1.7, 0.5, 2.2], [1.1, 1.6, 2.7], [-0.7, -2.0, -2.1], [-0.7, -1.0, 0.6], [-0.2, 1.7, -0.1], [1.4, 0.9, 1.0], [0.0, -1.0, -1.6], [-2.4, 0.7, -1.6], [-0.8, 0.2, -0.1], [1.5, 1.2, -0.7], [1.8, 1.6, 0.6], [3.3, 1.5, 4.4]]
}

Q: What is the charge in the third record?
A: 0